Entry 1:
C31H28AsN2PPdS2 | ωB97M-V with the def2-TZVPD basis set

Output
Charge: +3
Expectation value of S²: 0.765
Spin multiplicity: 2
Total energy: -130833.553 eV
Energy above the lowest of the compared OMol25 structures with the same formula, charge and spin: 0.000 eV

```
66
Properties=species:S:1:pos:R:3:mulliken_spin:R:1
Pd -0.915 0.966 0.898 0.4676
C -3.689 0.395 -0.722 0.0279
P -1.980 -0.166 -0.970 0.2616
C -1.462 0.484 -2.568 0.0155
C -1.961 -1.942 -0.978 0.0432
C -1.357 -2.637 -2.029 0.0349
C -1.411 -4.020 -2.058 -0.0135
C -2.052 -4.713 -1.039 0.0423
C -2.648 -4.025 0.016 -0.0117
C -2.602 -2.647 0.049 0.0234
H -4.153 -0.125 0.114 -0.0003
H -4.251 0.148 -1.628 0.0125
H -3.729 1.473 -0.572 -0.0015
H -2.081 0.038 -3.350 0.0136
H -0.415 0.263 -2.772 -0.0018
H -1.614 1.564 -2.573 -0.0039
H -0.860 -2.109 -2.833 0.0049
H -0.964 -4.560 -2.882 -0.0003
H -2.098 -5.793 -1.068 0.0010
H -3.155 -4.572 0.799 0.0004
H -3.082 -2.117 0.865 0.0026
S -1.058 4.442 0.246 0.0425
C -0.985 2.965 0.534 0.0049
C 3.866 1.183 3.837 0.0018
C 3.926 0.036 3.055 0.0033
C 3.141 -0.073 1.917 -0.0092
C 2.297 0.980 1.573 -0.0114
C 2.234 2.133 2.354 0.0395
C 3.024 2.232 3.487 0.0142
As 1.270 0.877 -0.039 -0.1134
C 1.660 -0.654 -1.100 0.0075
C 1.586 -1.995 -0.763 0.0005
C 1.986 -2.938 -1.703 0.0030
C 2.429 -2.530 -2.954 -0.0013
C 2.496 -1.182 -3.292 -0.0008
C 2.118 -0.223 -2.360 -0.0163
C 2.191 1.240 -2.551 0.0082
C 2.687 1.869 -3.687 0.0017
C 2.798 3.252 -3.716 -0.0018
C 2.449 4.021 -2.611 0.0014
C 1.949 3.412 -1.469 -0.0032
C 1.793 2.035 -1.456 -0.0145
H 4.484 1.264 4.721 0.0001
H 4.599 -0.768 3.322 0.0001
H 3.212 -0.959 1.299 -0.0001
H 1.584 2.959 2.084 0.0109
H 2.995 3.128 4.091 0.0006
H 1.233 -2.313 0.212 -0.0008
H 1.955 -3.991 -1.459 0.0005
H 2.741 -3.272 -3.677 0.0001
H 2.863 -0.898 -4.268 -0.0001
H 3.012 1.293 -4.543 -0.0001
H 3.186 3.736 -4.602 -0.0001
H 2.586 5.093 -2.636 -0.0001
H 1.733 4.014 -0.594 -0.0007
S -0.496 -0.855 2.502 0.1242
C -1.891 -0.174 3.177 -0.0084
N -2.427 -0.540 4.368 -0.0006
C -3.547 0.034 4.869 0.0019
C -4.174 1.016 4.153 -0.0001
C -3.592 1.382 2.937 0.0095
N -2.486 0.808 2.473 -0.0112
H -1.956 -1.270 4.894 -0.0010
H -3.888 -0.328 5.830 -0.0002
H -5.071 1.492 4.518 -0.0001
H -4.031 2.163 2.329 0.0009
```



Entry 2:
C18H41IrOP3S | ωB97M-V with the def2-TZVPD basis set

Output
Charge: +4
Expectation value of S²: 8.777
Spin multiplicity: 6
Total energy: -62872.316 eV
Energy above the lowest of the compared OMol25 structures with the same formula, charge and spin: 0.000 eV

```
65
Properties=species:S:1:pos:R:3:mulliken_spin:R:1
Ir 0.201 0.107 0.188 1.7858
P 1.631 0.976 1.828 0.1917
P -1.523 1.343 0.985 -0.0039
P 0.905 1.513 -1.444 0.1550
H -0.795 -2.390 1.181 -0.0101
C 0.098 -2.345 0.548 0.0784
C 1.284 -1.902 1.152 0.0721
H 1.336 -1.813 2.230 0.0319
C 1.687 0.330 3.553 0.0346
C 1.597 2.780 2.216 0.0399
C 3.327 0.724 1.181 0.0675
C -3.116 0.626 0.502 0.0311
C -1.672 1.518 2.787 0.0734
C -1.619 3.073 0.400 0.0709
C 2.236 0.677 -2.409 0.0615
C 1.610 3.175 -1.152 0.0471
C -0.404 1.854 -2.701 0.0812
H 0.090 -2.857 -0.421 0.0180
H 2.210 -1.928 0.592 0.0259
H 1.781 -0.756 3.585 -0.0025
H 0.788 0.612 4.130 -0.0058
H 2.561 0.780 4.045 0.0053
H 0.695 3.050 2.769 0.0005
H 1.717 3.389 1.319 -0.0065
H 2.471 2.952 2.868 0.0067
H 3.408 -0.221 0.651 0.0070
H 3.992 0.690 2.045 0.0128
H 3.622 1.557 0.532 -0.0013
H -3.923 1.356 0.669 0.0071
H -3.297 -0.259 1.126 -0.0090
H -3.100 0.300 -0.544 0.0061
H -2.111 2.485 3.053 -0.0003
H -0.702 1.415 3.296 0.0020
H -2.310 0.703 3.161 0.0003
H -2.517 3.541 0.828 0.0089
H -1.695 3.155 -0.688 -0.0071
H -0.759 3.674 0.711 -0.0018
H 1.884 0.506 -3.428 -0.0148
H 2.501 -0.285 -1.970 0.0197
H 3.121 1.315 -2.422 0.0059
H 1.927 3.571 -2.120 0.0131
H 2.495 3.153 -0.516 -0.0017
H 0.882 3.869 -0.739 -0.0065
H -0.218 1.234 -3.578 -0.0112
H -0.363 2.907 -3.018 0.0069
H -1.408 1.667 -2.332 0.0097
C -0.703 -2.526 -3.377 0.2610
C -1.892 -2.437 -4.150 0.0576
C -1.995 -3.295 -5.249 0.1038
C -1.038 -4.310 -5.480 0.2509
C 0.008 -4.509 -4.564 0.0948
C 0.146 -3.675 -3.470 0.0841
S -0.183 -1.226 -2.470 1.0949
H -1.114 -0.633 -0.319 0.1590
H -2.617 -1.646 -3.916 -0.0058
H -2.820 -3.165 -5.933 0.0066
H -1.133 -4.954 -6.366 -0.0032
H 0.733 -5.309 -4.732 0.0073
H 0.965 -3.744 -2.753 -0.0117
C -1.333 -1.686 5.025 0.0010
O -1.474 -1.509 3.597 0.0029
H -2.221 -2.152 5.496 0.0006
H -1.226 -0.675 5.434 -0.0005
H -0.446 -2.295 5.256 0.0001
H -2.182 -2.077 3.320 0.0012
```